51
Properties=species:S:1:pos:R:3 method="wB97M-V/def2-TZVPD" energy_ev=-33792.6063 s_squared=0.75 multiplicity=2 relative_energy_kcal_mol=50.51 mol_weight_g_mol=307.3 orbital_gap_ev="9.78 / 5.57" total_charge=+1
C 0.877 3.114 -1.818
N 0.695 1.893 -1.059
C -0.576 1.670 -0.361
C -0.273 0.476 0.593
O 0.639 -0.245 0.256
H 0.828 4.002 -1.210
H 1.853 2.945 -2.283
H 0.275 3.227 -2.721
H 0.959 0.976 -1.452
H -1.286 1.304 -1.133
H -0.886 2.565 0.171
H -1.089 0.023 1.143
H 3.076 -1.543 -1.696
H 2.144 -1.798 -2.960
O 2.291 -1.239 -2.190
H 1.763 3.622 0.857
H 2.106 2.203 1.679
O 1.653 3.044 1.595
H -3.725 1.750 1.804
H -2.190 1.493 2.157
O -3.014 1.102 1.786
H 3.763 -2.404 0.877
H 2.903 -1.076 0.658
O 3.131 -1.936 0.323
H 1.783 -0.644 2.630
H 2.713 -0.843 3.673
O 2.746 -0.751 2.721
H 0.395 -3.427 -2.537
H 0.690 -2.394 -1.345
O 0.087 -3.078 -1.683
H -3.638 1.566 -1.917
H -3.200 0.364 -2.694
O -3.920 1.017 -2.663
H -0.204 2.448 2.333
H -0.532 2.702 3.747
O -0.842 2.177 3.004
H -0.936 -1.285 3.293
H -0.159 -2.591 3.331
O -0.062 -1.639 3.490
H -3.580 -1.071 1.643
H -3.200 -0.350 0.458
O -3.311 -1.283 0.732
H 1.841 0.205 -3.720
H 2.986 1.087 -3.400
O 2.443 0.829 -4.145
H -1.602 -1.612 -1.539
H -1.090 -1.355 -2.875
O -1.513 -0.860 -2.142
H -1.869 -2.892 0.895
H -0.587 -3.635 0.502
O -1.006 -3.166 1.251

106
Properties=species:S:1:pos:R:3 method="wB97M-V/def2-TZVPD" energy_ev=-105871.1622 smiles="C[C@@H](O)C[C@H]1OS(=O)(=O)O[C@]1(F)P(=O)(O)O.NC(N)=O.NC(N)=O.NC(N)=O.NC(N)=O.NC(N)=O.NC(N)=O.NC(N)=O.NC(N)=O.NC(N)=O.NC(N)=O" mol_weight_g_mol=880.7 orbital_gap_ev=8.36
C -0.845 0.716 1.921
C -0.105 0.746 0.458
O -0.138 2.171 -0.002
C 1.469 0.284 0.464
C 2.217 0.381 1.919
O 2.014 -0.980 2.506
S 2.749 -0.714 4.060
O 3.062 -2.174 4.553
O 1.770 0.146 4.943
O 4.123 0.134 3.420
C 3.850 0.543 2.002
F 4.697 -0.476 1.278
P 4.559 2.297 1.739
O 3.417 3.426 1.637
O 5.528 2.466 0.279
O 5.587 2.759 3.093
H -0.430 -0.079 2.674
H -0.705 1.792 2.408
H -2.011 0.486 1.815
H -0.680 0.021 -0.266
H -0.338 2.156 -0.997
H 2.010 0.915 -0.393
H 1.535 -0.850 0.098
H 1.833 1.292 2.546
H 5.975 1.577 0.046
H 4.998 2.982 3.880
N -3.336 3.231 -2.242
C -2.982 1.941 -2.095
N -3.971 1.136 -1.666
O -1.856 1.535 -2.332
H -4.259 3.585 -2.052
H -2.621 3.871 -2.563
H -3.747 0.158 -1.542
H -4.905 1.452 -1.466
N -0.591 4.937 3.928
C -1.747 4.291 4.164
N -2.758 5.084 4.562
O -1.869 3.084 4.029
H -0.471 5.930 4.034
H 0.196 4.377 3.627
H -3.647 4.638 4.750
H -2.677 6.080 4.679
N 2.338 8.027 3.607
C 1.370 8.601 4.344
N 1.733 9.745 4.952
O 0.252 8.122 4.453
H 3.264 8.406 3.505
H 2.106 7.164 3.133
H 1.034 10.209 5.516
H 2.649 10.154 4.874
N -7.196 -2.214 -0.091
C -6.804 -1.121 -0.771
N -7.175 -1.104 -2.063
O -6.163 -0.219 -0.255
H -7.724 -2.968 -0.498
H -6.937 -2.267 0.885
H -6.900 -0.299 -2.611
H -7.702 -1.838 -2.505
N 1.308 -4.521 2.773
C 1.442 -5.588 1.965
N 2.668 -6.141 1.968
O 0.525 -6.020 1.285
H 2.051 -4.151 3.341
H 0.400 -4.076 2.801
H 2.812 -6.947 1.373
H 3.436 -5.799 2.522
N -2.637 -3.298 5.543
C -2.502 -4.365 4.735
N -1.276 -4.917 4.738
O -3.419 -4.797 4.054
H -1.893 -2.927 6.111
H -3.544 -2.852 5.570
H -1.132 -5.723 4.143
H -0.508 -4.576 5.291
N 2.019 -4.844 -1.185
C 2.535 -3.604 -1.105
N 3.142 -3.179 -2.228
O 2.457 -2.920 -0.097
H 2.073 -5.422 -2.006
H 1.553 -5.202 -0.361
H 3.544 -2.250 -2.210
H 3.216 -3.727 -3.068
N 0.420 0.924 -4.209
C 0.985 -0.194 -3.718
N 2.000 -0.677 -4.455
O 0.606 -0.725 -2.686
H 0.717 1.376 -5.057
H -0.349 1.321 -3.685
H 2.453 -1.518 -4.120
H 2.326 -0.254 -5.307
N -3.274 -3.615 -4.336
C -2.505 -2.801 -3.591
N -1.299 -2.531 -4.123
O -2.871 -2.344 -2.520
H -2.990 -4.002 -5.220
H -4.190 -3.844 -3.972
H -0.688 -1.921 -3.595
H -0.979 -2.897 -5.004
N 1.742 -1.475 -8.493
C 2.258 -0.235 -8.414
N 2.866 0.191 -9.536
O 2.181 0.449 -7.405
H 1.796 -2.053 -9.314
H 1.276 -1.833 -7.670
H 3.267 1.119 -9.519
H 2.939 -0.358 -10.376

81
Properties=species:S:1:pos:R:3 method="wB97M-V/def2-TZVPD" energy_ev=-37966.6202 relative_energy_kcal_mol=74.84 smiles=CCO.CCO.CCO.CCO.CCO.CCO.CCO.CCO.CCO mol_weight_g_mol=414.6 orbital_gap_ev=10.06
C -2.415 -3.051 2.426
C -0.908 -2.898 2.508
O -0.403 -3.024 3.827
H -2.786 -2.543 1.538
H -2.886 -2.733 3.354
H -2.733 -4.095 2.322
H -0.616 -1.916 2.117
H -0.383 -3.616 1.870
H -0.227 -2.131 4.145
C -2.092 -0.107 -4.246
C -1.976 1.359 -3.900
O -2.582 2.127 -4.956
H -1.774 -0.341 -5.261
H -3.116 -0.455 -4.109
H -1.473 -0.726 -3.590
H -0.953 1.732 -3.774
H -2.448 1.548 -2.926
H -2.007 2.867 -5.162
C 3.056 2.098 -4.496
C 4.443 2.616 -4.248
O 4.749 2.398 -2.867
H 2.842 2.103 -5.567
H 2.275 2.673 -3.996
H 2.948 1.065 -4.157
H 4.498 3.679 -4.499
H 5.163 2.052 -4.849
H 5.685 2.538 -2.704
C 2.132 -2.846 1.059
C 2.369 -3.799 2.219
O 1.874 -5.088 1.924
H 2.682 -3.142 0.161
H 2.287 -1.799 1.295
H 1.081 -3.008 0.783
H 1.902 -3.332 3.096
H 3.435 -3.840 2.481
H 1.218 -5.313 2.587
C -2.805 0.372 1.654
C -2.128 1.262 2.662
O -1.580 0.407 3.673
H -2.065 -0.352 1.299
H -3.107 0.947 0.775
H -3.656 -0.201 2.015
H -2.825 1.945 3.154
H -1.340 1.795 2.131
H -1.058 0.947 4.273
C -2.478 -2.601 -1.594
C -1.810 -3.886 -1.982
O -1.247 -3.770 -3.290
H -1.743 -1.802 -1.494
H -2.941 -2.754 -0.618
H -3.253 -2.282 -2.288
H -2.497 -4.744 -1.917
H -1.039 -4.156 -1.243
H -0.756 -4.576 -3.472
C 0.920 0.235 -1.278
C 0.516 1.228 -0.207
O 0.597 0.664 1.137
H 0.128 -0.510 -1.410
H 1.847 -0.292 -1.087
H 0.887 0.844 -2.190
H -0.512 1.593 -0.308
H 1.155 2.109 -0.162
H -0.065 -0.037 1.156
C 3.748 0.338 3.222
C 2.675 -0.198 4.157
O 1.518 -0.623 3.465
H 4.523 0.852 3.809
H 3.351 1.095 2.547
H 4.277 -0.468 2.716
H 2.395 0.577 4.883
H 3.071 -1.042 4.721
H 1.315 0.034 2.786
C -0.937 5.468 0.588
C -2.342 5.143 0.161
O -2.773 3.990 0.899
H -0.907 5.719 1.651
H -0.578 6.339 0.038
H -0.268 4.621 0.448
H -2.362 4.941 -0.917
H -3.023 5.981 0.338
H -3.690 3.797 0.693

84
Properties=species:S:1:pos:R:3 method="wB97M-V/def2-TZVPD" energy_ev=-470723.7728 mol_weight_g_mol=1635.6 orbital_gap_ev=6.09 total_charge=-1
N 5.183 -1.610 -3.571
B 3.722 -1.218 -3.392
Cl 2.995 -0.617 -5.051
C 2.765 -2.480 -2.856
C 1.518 -1.816 -2.117
O 0.417 -2.712 -1.807
C -0.133 -3.359 -2.944
C -0.971 -2.380 -3.905
F -0.174 -1.524 -4.655
F -1.566 -3.262 -4.856
C -2.184 -1.674 -3.158
F -3.371 -1.980 -3.863
F -2.409 -2.160 -1.858
C -2.125 -0.097 -3.063
F -2.048 0.555 -4.292
F -3.378 0.299 -2.519
C -1.037 0.453 -2.000
F -1.704 1.330 -1.104
F -0.050 1.216 -2.606
H 5.709 -0.723 -3.552
H 5.441 -2.126 -2.720
H 3.550 -0.294 -2.646
H 3.378 -3.173 -2.197
H 2.503 -3.059 -3.799
H 1.910 -1.434 -1.100
H 1.236 -0.886 -2.702
H 0.591 -4.001 -3.532
H -0.923 -4.085 -2.545
H -0.653 -0.393 -1.360
C 3.057 1.126 0.811
Cl 4.703 1.768 0.919
Cl 2.627 0.791 -0.871
Cl 2.900 -0.337 1.796
H 2.372 1.875 1.199
C 4.926 -3.296 3.610
Cl 5.142 -2.643 5.240
Cl 3.224 -3.228 3.134
Cl 5.931 -2.416 2.453
H 5.238 -4.337 3.613
C -5.648 2.510 -0.695
Cl -4.603 3.875 -0.284
Cl -6.116 1.623 0.763
Cl -7.082 3.065 -1.570
H -5.092 1.836 -1.341
C 8.422 -3.529 -4.866
Cl 7.014 -2.953 -5.759
Cl 9.824 -2.488 -5.169
Cl 8.076 -3.611 -3.132
H 8.662 -4.530 -5.212
C 5.383 1.117 6.945
Cl 7.028 1.765 7.024
Cl 4.934 0.761 5.273
Cl 5.238 -0.332 7.951
H 4.701 1.870 7.329
C -9.551 2.320 2.853
Cl -10.371 1.979 1.322
Cl -10.093 3.867 3.517
Cl -9.831 1.014 4.012
H -8.483 2.385 2.661
C -2.810 2.293 -7.268
Cl -3.165 1.664 -8.883
Cl -1.607 3.586 -7.355
Cl -4.289 2.871 -6.487
H -2.401 1.484 -6.668
C 8.855 2.686 1.642
Cl 7.552 3.634 0.915
Cl 8.646 2.583 3.396
Cl 8.920 1.069 0.928
H 9.797 3.187 1.438
C 8.865 0.564 10.732
Cl 8.821 -0.722 9.521
Cl 7.646 1.795 10.377
Cl 8.625 -0.100 12.355
H 9.844 1.034 10.697
C -12.360 -2.381 3.390
Cl -14.026 -2.873 3.052
Cl -11.253 -3.744 3.171
Cl -11.889 -1.025 2.359
H -12.303 -2.059 4.426
C -12.393 5.077 0.166
Cl -12.738 4.442 -1.449
Cl -11.202 6.381 0.079
Cl -13.879 5.643 0.942
H -11.977 4.272 0.769